Molecular formula: C38H49N3OSi2V
Method: DFT, ωB97M-V/def2-TZVPD

Each line ends with the Mulliken charge.
Positions of all 94 atoms, in Å:
V (0.228, 0.303, 0.040)  0.396
C (-0.883, -0.426, 1.389)  -0.636
Si (-0.120, 0.467, 2.970)  -0.892
C (1.716, 0.388, 2.432)  -0.726
N (1.912, 0.783, 0.987)  0.833
C (1.844, 2.276, 0.800)  -0.854
C (2.974, 2.993, 1.562)  -0.874
C (4.274, 2.179, 1.565)  -0.719
C (4.327, 1.269, 0.347)  -0.922
C (3.185, 0.252, 0.347)  -0.619
C (-0.789, 2.193, 2.996)  0.520
C (-0.118, 3.149, 3.772)  -0.207
C (-0.609, 4.439, 3.897)  -0.907
C (-1.792, 4.792, 3.258)  -0.604
C (-2.483, 3.854, 2.502)  -0.911
C (-1.984, 2.565, 2.370)  0.025
C (-0.436, -0.617, 4.408)  0.812
C (0.232, -1.837, 4.585)  -0.482
C (-0.024, -2.616, 5.698)  -0.754
C (-0.955, -2.191, 6.640)  -0.515
C (-1.633, -0.991, 6.471)  -0.737
C (-1.380, -0.208, 5.357)  -0.213
H (-1.955, -0.287, 1.233)  0.722
H (-0.645, -1.497, 1.362)  0.710
H (2.027, -0.656, 2.511)  0.506
H (2.395, 0.970, 3.056)  0.518
H (0.868, 2.634, 1.144)  0.360
H (1.943, 2.452, -0.276)  0.787
H (2.642, 3.230, 2.573)  0.127
H (3.120, 3.949, 1.058)  0.533
H (4.368, 1.587, 2.478)  0.301
H (5.127, 2.856, 1.562)  0.498
H (5.264, 0.714, 0.311)  0.515
H (4.293, 1.867, -0.566)  0.319
H (3.439, -0.655, 0.894)  0.655
H (2.936, -0.033, -0.676)  -0.384
H (0.786, 2.883, 4.310)  0.634
H (-0.088, 5.162, 4.509)  0.484
H (-2.188, 5.792, 3.374)  0.456
H (-3.430, 4.118, 2.049)  0.604
H (-2.561, 1.838, 1.808)  0.479
H (0.960, -2.188, 3.861)  0.253
H (0.499, -3.552, 5.838)  0.443
H (-1.151, -2.800, 7.512)  0.428
H (-2.353, -0.667, 7.209)  0.445
H (-1.908, 0.732, 5.237)  0.359
C (-2.906, 2.917, -3.235)  -0.783
N (-2.250, 3.265, -1.945)  0.057
C (-2.425, 4.639, -1.410)  -0.859
C (-1.529, 2.414, -1.349)  0.616
N (-0.870, 1.602, -0.811)  -0.151
H (-2.506, 3.572, -4.006)  0.348
H (-3.977, 3.073, -3.118)  0.346
H (-2.696, 1.879, -3.479)  0.249
H (-1.971, 5.339, -2.108)  0.350
H (-1.954, 4.709, -0.432)  0.258
H (-3.492, 4.830, -1.323)  0.358
C (1.725, -3.700, -0.581)  -1.609
C (1.591, -3.322, -2.060)  2.223
C (1.458, -4.608, -2.902)  -1.888
C (2.838, -2.567, -2.541)  -1.258
Si (0.095, -2.230, -2.343)  -1.036
O (0.371, -0.934, -0.977)  0.409
C (0.143, -1.116, -3.816)  0.870
C (0.638, 0.188, -3.844)  0.086
C (0.657, 0.916, -5.025)  -0.896
C (0.183, 0.346, -6.199)  -0.640
C (-0.311, -0.951, -6.191)  -0.809
C (-0.337, -1.674, -5.007)  -0.517
C (-1.595, -2.799, -1.861)  0.737
C (-2.548, -1.893, -1.380)  -0.016
C (-3.838, -2.298, -1.085)  -0.936
C (-4.210, -3.623, -1.282)  -0.581
C (-3.291, -4.532, -1.781)  -0.816
C (-1.994, -4.125, -2.065)  -0.383
H (2.592, -4.353, -0.455)  0.609
H (0.850, -4.237, -0.210)  0.342
H (1.888, -2.823, 0.056)  0.059
H (2.407, -5.147, -2.860)  0.506
H (1.252, -4.403, -3.955)  0.359
H (0.692, -5.278, -2.516)  0.436
H (3.723, -3.176, -2.345)  0.609
H (2.974, -1.611, -2.028)  0.025
H (2.802, -2.360, -3.611)  0.358
H (1.058, 0.645, -2.951)  0.355
H (1.066, 1.919, -5.039)  0.505
H (0.207, 0.908, -7.123)  0.451
H (-0.676, -1.400, -7.105)  0.466
H (-0.745, -2.679, -5.022)  0.446
H (-2.296, -0.842, -1.260)  0.430
H (-4.564, -1.584, -0.716)  0.466
H (-5.219, -3.941, -1.058)  0.426
H (-3.581, -5.560, -1.950)  0.469
H (-1.302, -4.856, -2.458)  0.190

Highest occupied orbital energy in eV: -16.35
Net charge: +3
Gap between HOMO and LUMO in eV: 5.49
E_LUMO in eV: -10.859

***

Molecular formula: C38H49N4O4RhSSe
Method: DFT, ωB97M-V/def2-TZVPD

Each line ends with the Mulliken charge.
Positions of all 98 atoms, in Å:
Rh (1.186, 1.564, -1.850)  -0.119
C (-1.828, -4.258, 1.486)  -1.916
C (-2.870, -3.428, 0.739)  1.966
C (-3.941, -2.978, 1.745)  -1.610
C (-3.521, -4.317, -0.332)  -1.596
C (-2.250, -2.198, 0.076)  -0.288
C (-0.909, -1.888, 0.147)  -0.132
C (-0.456, -0.732, -0.478)  0.784
Se (1.375, -0.263, -0.286)  0.221
C (1.214, 0.874, 1.238)  -0.097
C (1.237, 0.289, 2.495)  -0.452
C (1.064, 1.088, 3.606)  -0.477
C (0.836, 2.445, 3.357)  -0.103
C (0.814, 3.044, 2.103)  -0.475
C (1.093, 2.230, 0.985)  1.783
O (1.305, 2.721, -0.231)  -1.087
C (0.487, 4.549, 2.034)  1.975
C (-0.867, 4.792, 2.721)  -1.672
C (0.378, 5.117, 0.614)  -1.887
C (1.584, 5.337, 2.770)  -1.638
C (1.090, 0.555, 5.037)  1.980
C (2.187, 1.276, 5.834)  -1.652
C (-0.271, 0.812, 5.705)  -1.606
C (1.368, -0.947, 5.081)  -2.080
C (-1.239, 0.163, -1.175)  0.137
O (-0.729, 1.280, -1.690)  -0.855
C (-2.605, -0.158, -1.293)  0.124
C (-3.047, -1.311, -0.658)  -0.591
C (-3.634, 0.672, -2.081)  2.108
C (-4.255, -0.220, -3.170)  -1.595
C (-3.061, 1.908, -2.784)  -2.006
C (-4.730, 1.153, -1.115)  -1.638
H (-2.315, -5.119, 1.949)  0.461
H (-1.054, -4.635, 0.811)  0.321
H (-1.347, -3.679, 2.281)  0.256
H (-4.371, -3.845, 2.255)  0.479
H (-3.506, -2.314, 2.496)  0.317
H (-4.753, -2.441, 1.250)  0.301
H (-3.943, -5.217, 0.126)  0.482
H (-4.327, -3.794, -0.851)  0.306
H (-2.782, -4.624, -1.077)  0.279
H (-0.206, -2.519, 0.681)  0.556
H (1.387, -0.781, 2.583)  0.465
H (0.660, 3.086, 4.214)  0.339
H (-1.656, 4.227, 2.218)  0.349
H (-0.862, 4.503, 3.774)  0.298
H (-1.123, 5.855, 2.668)  0.468
H (-0.377, 4.593, 0.027)  0.269
H (0.088, 6.169, 0.690)  0.519
H (1.323, 5.058, 0.076)  0.259
H (1.654, 5.055, 3.823)  0.287
H (2.558, 5.158, 2.305)  0.343
H (1.375, 6.410, 2.719)  0.455
H (1.997, 2.350, 5.897)  0.291
H (2.234, 0.882, 6.854)  0.466
H (3.163, 1.131, 5.364)  0.350
H (-0.485, 1.881, 5.778)  0.312
H (-1.075, 0.346, 5.129)  0.327
H (-0.283, 0.396, 6.717)  0.466
H (2.343, -1.188, 4.648)  0.373
H (1.371, -1.285, 6.120)  0.446
H (0.599, -1.515, 4.548)  0.315
H (-4.101, -1.549, -0.748)  0.288
H (-3.480, -0.568, -3.857)  0.266
H (-4.763, -1.092, -2.754)  0.281
H (-4.988, 0.354, -3.744)  0.482
H (-2.288, 1.639, -3.504)  0.290
H (-3.878, 2.399, -3.319)  0.554
H (-2.637, 2.621, -2.076)  0.245
H (-5.264, 0.322, -0.649)  0.293
H (-4.294, 1.765, -0.321)  0.332
H (-5.460, 1.764, -1.654)  0.462
N (2.940, -5.915, -3.756)  -0.501
C (2.552, -4.600, -3.914)  1.153
C (3.279, -3.743, -4.750)  -0.844
C (2.863, -2.444, -4.956)  -0.370
C (1.715, -1.980, -4.318)  -0.390
C (0.980, -2.820, -3.487)  -0.266
C (1.399, -4.120, -3.283)  -0.923
S (1.097, -0.375, -4.641)  1.010
O (1.466, 0.004, -5.972)  -0.749
O (-0.274, -0.358, -4.225)  -0.592
N (1.840, 0.635, -3.584)  -0.312
C (3.151, 0.842, -3.344)  0.785
N (4.167, 0.149, -3.857)  -0.331
C (5.348, 0.392, -3.308)  -0.171
C (5.550, 1.289, -2.260)  -0.796
C (4.450, 2.001, -1.839)  -0.031
N (3.259, 1.819, -2.404)  -0.245
H (3.860, -6.186, -4.051)  0.197
H (2.533, -6.456, -3.016)  0.201
H (4.168, -4.115, -5.250)  0.280
H (3.411, -1.779, -5.610)  0.452
H (0.076, -2.447, -3.018)  0.649
H (0.823, -4.785, -2.647)  0.321
H (6.179, -0.175, -3.718)  0.434
H (6.520, 1.439, -1.810)  0.415
H (4.508, 2.755, -1.062)  0.466

Highest occupied orbital energy in eV: -7.84
Gap between HOMO and LUMO in eV: 6.30
E_LUMO in eV: -1.545